ORCA calculation (ωB97M-V/def2-TZVPD) on C4H12N2O as an isolated structure at a distorted geometry.

Geometry as XYZ:
```
19
C4H12N2O (ωB97M-V/def2-TZVPD)
C 0.9880 -0.5167 0.6184
C 1.1589 -2.0181 0.5593
O 2.2711 0.1311 0.4910
H 2.5521 0.4928 1.3471
H 0.5384 -0.2382 1.5773
H 0.6115 -0.0422 -0.6147
H 0.1906 -2.5184 0.6567
H 1.8087 -2.3971 1.3605
H 1.6231 -2.3296 -0.3838
C -1.4142 1.7364 0.4214
C -1.3127 0.5860 -0.5339
N -0.2508 0.7092 -1.5359
N -2.1792 -0.3516 -0.5685
H 0.0860 1.6490 -1.7378
H -0.2760 0.0321 -2.2909
H -2.0341 -0.9824 -1.3557
H -1.7466 1.3653 1.3914
H -0.4573 2.2435 0.5514
H -2.1574 2.4490 0.0468
```

Output
HOMO = -7.90 eV
HOMO-LUMO gap = 8.68 eV
ΔE to the lowest compared entry with this formula, charge and spin = 77.2 kcal/mol
net charge = 0
spin multiplicity = 1

ORCA calculation (ωB97M-V/def2-TZVPD) on C3H5HgO3 as an isolated structure at a distorted geometry.

Geometry as XYZ:
```
12
C3H5HgO3 (ωB97M-V/def2-TZVPD)
H 0.3135 1.3018 -1.3110
O 0.7862 0.7653 -0.6556
C -1.4962 1.0477 0.7306
C 0.3449 -0.6063 -0.6756
O -2.3834 1.6875 0.4186
O -0.7882 0.2538 1.3033
C -0.0697 -0.9748 0.7184
Hg 2.7426 1.3734 -0.2649
H 1.1175 -1.2690 -1.0761
H -0.5319 -0.7064 -1.3275
H 0.8001 -1.1199 1.3659
H -0.8353 -1.7530 0.7740
```

Output
HOMO = -26.65 eV
HOMO-LUMO gap = 7.74 eV
ΔE to the lowest compared entry with this formula, charge and spin = 42.4 kcal/mol
net charge = +3
spin multiplicity = 1

ORCA calculation (ωB97M-V/def2-TZVPD) on a 7-piece molecular cluster, H13O6S overall at a distorted geometry.

Geometry as XYZ:
```
20
H13O6S (ωB97M-V/def2-TZVPD)
S 0.1422 -0.7169 -1.2139
H 1.0023 -0.3641 -2.2075
H 0.2086 1.4143 -1.5182
H 0.4667 3.0345 -1.7835
O -0.0220 2.1770 -2.0720
H 0.6525 -0.0207 3.2837
H -0.1826 -0.7435 2.3335
O -0.1988 -0.4203 3.2353
H 2.3894 -1.1518 -0.8624
H 3.2574 -2.3195 -1.0608
O 3.2146 -1.5403 -0.4765
H -0.0462 -2.1933 0.6266
H 0.8504 -2.8613 1.6879
O -0.1160 -2.8774 1.3671
H 0.0575 1.7484 1.3806
H -1.4740 1.4919 1.0377
O -0.8693 2.1705 1.4277
H -2.6292 0.8350 -1.1704
H -3.2617 1.4029 -2.3890
O -3.4416 0.9346 -1.6259
```

Output
HOMO = -4.60 eV
HOMO-LUMO gap = 8.00 eV
ΔE to the lowest compared entry with this formula, charge and spin = 34.9 kcal/mol
net charge = -1
spin multiplicity = 1

Which of these has the lowest ΔE to the lowest compared entry with this formula, charge and spin?
H13O6S

Number 3 is which compound?
H13O6S

Which formula does entry 1 have?
C4H12N2O